The following is a quantum chemistry calculation of a single C7H5N3OS2 molecule in a non-equilibrium geometry, from OMol25.

Output
energy above the lowest of the compared OMol25 structures with the same formula, charge and spin: 1.408 eV
LUMO level: 0.31 eV
energy: -1305.5511 a.u.
SMILES string: O=C(Nc1nccs1)c1cscn1

Bonds (Å) are listed after each position.
Atoms and positions in Å:
1 O 0.5070 1.8388 0.3700  C2 1.205
2 C 0.6772 0.6605 0.1827  O1 1.205, N3 1.369, C9 1.481
3 N -0.3112 -0.2623 -0.0296  C2 1.369, C4 1.398, H14 1.079
4 C -1.6975 -0.0894 -0.0883  N3 1.398, N5 1.333, S8 1.753
5 N -2.2930 1.0915 0.0820  C4 1.333, C6 1.378
6 C -3.6589 0.9096 0.0820  N5 1.378, C7 1.373, H15 0.981
7 C -4.1092 -0.3683 -0.1373  C6 1.373, S8 1.766, H16 0.904
8 S -2.7452 -1.4849 -0.2525  C4 1.753, C7 1.766
9 C 2.0237 0.0953 -0.0630  C2 1.481, C10 1.318, N13 1.433
10 C 3.0461 0.8148 -0.4802  C9 1.318, S11 1.773, H17 1.216
11 S 4.5290 -0.1484 -0.3478  C10 1.773, C12 1.801
12 C 3.5012 -1.3828 0.4668  S11 1.801, N13 1.255, H18 1.293
13 N 2.2653 -1.1785 0.5463  C9 1.433, C12 1.255
14 H 0.1144 -1.2308 -0.2410  N3 1.079
15 H -4.1850 1.7316 0.1824  C6 0.981
16 H -4.9934 -0.5454 -0.1943  C7 0.904
17 H 3.1179 1.9060 -1.0125  C10 1.216
18 H 4.2116 -2.3573 0.9343  C12 1.293